*P*
Molecular formula: H16O8
Method: DFT, ωB97M-V/def2-TZVPD

```
! RIJCOSX wB97M-V def2-TZVPD def2/J DEFGRID3
* xyz 0 1
O -0.666 0.118 0.189
H 0.215 -0.149 -0.102
H -0.686 -0.103 1.133
O -2.706 -2.787 -1.063
H -2.599 -3.527 -0.455
H -2.032 -2.147 -0.799
O -0.464 1.154 2.936
H 0.189 1.811 3.207
H -1.144 1.183 3.620
O 3.483 0.504 -2.324
H 2.690 0.362 -1.795
H 3.936 1.240 -1.897
O 2.162 -1.151 0.403
H 3.003 -1.617 0.490
H 2.263 -0.354 0.940
O -3.904 0.682 0.639
H -2.948 0.736 0.747
H -4.028 0.047 -0.078
O 1.575 -2.181 -2.490
H 1.228 -1.727 -1.713
H 1.686 -1.491 -3.155
O -0.182 3.221 0.222
H -0.341 2.349 0.614
H -0.729 3.827 0.732
*
```

For the HOMO energy, the calculation gives -0.412 Eh.

Here are the natural (NBO) charges for atoms 1 to 6, given in e: -0.972 0.480 0.491 -0.943 0.468 0.475



*Q*
Molecular formula: H16O8
Method: DFT, ωB97M-V/def2-TZVPD

```
! RIJCOSX wB97M-V def2-TZVPD def2/J DEFGRID3
* xyz 0 1
H -0.157 0.603 -0.715
H -0.730 -0.792 -0.902
H 4.429 0.741 -0.249
H 3.855 -0.111 0.871
H 3.673 -3.373 0.425
H 2.455 -3.195 -0.467
H 0.464 3.521 -1.669
H 1.112 2.451 -2.533
H -4.395 -2.269 -0.344
H -5.040 -3.490 -0.981
H -0.751 -0.820 3.516
H -1.429 -0.166 2.323
H -3.777 0.915 -1.897
H -4.192 -0.116 -0.860
H 1.427 3.264 2.492
H 2.780 2.785 1.992
O -0.111 -0.166 -1.294
O 3.733 0.731 0.417
O 2.764 -3.673 0.311
O 0.447 3.149 -2.558
O -4.508 -2.714 -1.192
O -0.738 -0.797 2.552
O -3.660 -0.011 -1.657
O 2.350 3.534 2.420
*
```

For the HOMO energy, the calculation gives -0.409 Eh.

Here are the natural (NBO) charges for atoms 1 to 6, given in e: 0.462 0.476 0.473 0.473 0.461 0.473



*R*
Molecular formula: H16O8
Method: DFT, ωB97M-V/def2-TZVPD

```
! RIJCOSX wB97M-V def2-TZVPD def2/J DEFGRID3
* xyz 0 1
O 3.849 3.601 -1.938
H 4.541 4.242 -2.102
H 3.637 3.709 -1.011
O 1.937 -4.902 -4.177
H 1.401 -4.292 -3.671
H 1.451 -5.727 -4.152
O -0.155 -0.057 4.245
H 0.203 0.086 3.369
H -0.339 -0.996 4.279
O -3.989 -0.886 1.549
H -3.476 -0.107 1.331
H -4.761 -0.546 2.000
O 0.183 -0.302 -0.309
H -0.207 -0.934 -0.913
H 0.846 0.151 -0.830
O -2.804 2.870 0.262
H -2.006 2.867 0.790
H -3.093 3.783 0.269
O 2.629 3.308 1.861
H 3.279 2.792 2.337
H 1.887 3.374 2.463
O -1.362 -3.818 -2.024
H -1.449 -4.247 -1.173
H -2.203 -3.966 -2.455
*
```

For the HOMO energy, the calculation gives -0.417 Eh.

Here are the natural (NBO) charges for atoms 1 to 6, given in e: -0.940 0.466 0.474 -0.939 0.473 0.466



*S*
Molecular formula: H16O8
Method: DFT, ωB97M-V/def2-TZVPD

```
! RIJCOSX wB97M-V def2-TZVPD def2/J DEFGRID3
* xyz 0 1
O 1.099 2.259 1.243
H 1.026 3.158 1.582
H 2.049 2.100 1.176
O -2.055 -0.476 -1.835
H -2.781 0.130 -2.021
H -1.802 -0.305 -0.909
O 0.028 3.694 -1.799
H 0.501 3.673 -0.963
H -0.243 4.611 -1.920
O -0.075 -0.036 -0.001
H 0.303 0.838 0.202
H 0.277 -0.612 0.685
O 0.998 -4.063 -0.201
H 0.749 -3.544 -0.973
H 0.848 -3.467 0.540
O 1.359 -1.845 2.663
H 2.286 -1.628 2.521
H 1.159 -1.509 3.546
O -1.167 -2.369 1.646
H -0.348 -2.269 2.161
H -1.579 -3.172 1.980
O -0.942 1.537 -3.486
H -0.655 2.373 -3.101
H -1.036 0.921 -2.736
*
```

For the HOMO energy, the calculation gives -0.362 Eh.

Here are the natural (NBO) charges for atoms 1 to 6, given in e: -0.955 0.484 0.481 -0.959 0.467 0.500



Which structure is the most stable? The one labeled *S*.



*P*
Molecular formula: H16O8
Method: DFT, ωB97M-V/def2-TZVPD

```
! RIJCOSX wB97M-V def2-TZVPD def2/J DEFGRID3
* xyz 0 1
O -2.597 -2.119 -3.500
H -2.933 -2.307 -2.623
H -2.200 -1.251 -3.425
O -3.456 4.133 3.589
H -2.561 3.826 3.448
H -3.654 3.888 4.493
O 0.889 -0.377 0.854
H 1.024 0.549 1.053
H 0.960 -0.431 -0.099
O 1.328 3.788 3.119
H 2.026 3.308 3.566
H 1.788 4.417 2.562
O 1.590 -2.368 4.783
H 2.498 -2.110 4.628
H 1.131 -2.125 3.979
O -0.816 -5.274 -0.470
H -0.637 -6.173 -0.745
H 0.034 -4.936 -0.188
O 2.506 -0.158 -4.669
H 2.964 -0.997 -4.711
H 2.330 0.067 -5.583
O -1.057 1.996 -3.303
H -1.004 2.952 -3.331
H -0.154 1.703 -3.429
*
```

For the HOMO energy, the calculation gives -0.411 Eh.

Here are the natural (NBO) charges for atoms 1 to 6, given in e: -0.940 0.470 0.470 -0.937 0.471 0.466



*Q*
Molecular formula: H16O8
Method: DFT, ωB97M-V/def2-TZVPD

```
! RIJCOSX wB97M-V def2-TZVPD def2/J DEFGRID3
* xyz 0 1
H 1.006 -0.766 -0.779
H 1.677 0.585 -0.696
H -2.143 -1.023 1.841
H -1.744 -0.242 3.129
H 4.717 -0.403 -0.407
H 4.625 0.977 0.411
H -0.011 4.146 -0.757
H 0.160 2.734 -0.429
H -2.554 1.548 -1.077
H -3.462 2.042 -0.020
H -3.742 -2.464 0.111
H -2.446 -1.884 -0.228
H 0.995 -1.976 -1.886
H 0.449 -2.647 -3.087
H 1.343 -1.134 1.796
H 2.138 -0.175 0.920
O 1.007 0.087 -0.345
O -2.393 -0.379 2.527
O 4.358 0.065 0.434
O 0.313 3.586 -0.043
O -3.444 1.820 -0.947
O -3.241 -1.736 0.305
O 0.205 -1.905 -2.403
O 2.186 -0.855 1.631
*
```

For the HOMO energy, the calculation gives -0.389 Eh.

Here are the natural (NBO) charges for atoms 1 to 6, given in e: 0.469 0.472 0.485 0.458 0.474 0.473



Which structure is the most stable? The one labeled *P*.